No. 1
Here is a 2-piece molecular cluster, C3H10N2O2 overall from the OMol25 dataset. Energies are from the ωB97M-V functional and the def2-TZVPD basis.

Values from the calculation:
- net charge = 0
- calculated total energy (Ha) = -380.26310

Each line ends with the Löwdin charge.
Atoms and positions in Å:
C: -0.607 -1.463 1.370  -0.107
N: -0.580 -0.019 1.468  -0.015
C: 0.239 0.721 0.603  -0.484
O: 0.943 0.246 -0.264  0.038
C: -0.087 2.267 0.582  -0.162
N: -1.374 2.554 1.280  -0.016
H: -1.634 -1.997 1.478  0.108
H: -0.141 -1.871 0.488  0.066
H: -0.007 -1.842 2.210  0.075
H: -1.190 0.319 2.184  0.110
H: 0.038 2.627 -0.514  0.135
H: 0.809 2.681 1.236  0.143
H: -1.488 2.873 2.189  0.036
H: -2.111 2.082 0.775  0.072
O: 2.658 -3.046 -5.295  -0.039
H: 1.756 -3.042 -5.462  -0.013
H: 2.777 -3.089 -4.327  0.052

=====

No. 2
Here is a 7-piece molecular cluster, C55H118N8O7 overall from the OMol25 dataset. Energies are from the ωB97M-V functional and the def2-TZVPD basis.

Values from the calculation:
- net charge = 0
- calculated total energy (Ha) = -3130.67130

Each line ends with the Löwdin charge.
Atoms and positions in Å:
C: -1.256 1.613 -2.789  -0.027
C: -0.662 0.706 -3.883  -0.444
C: 0.779 1.093 -4.218  -0.032
C: -0.724 -0.764 -3.408  -0.146
C: -0.537 -1.848 -4.452  -0.163
C: -1.531 -1.535 -5.596  -0.164
C: -1.564 -0.158 -6.199  -0.484
C: -0.239 -0.109 -7.007  -0.037
C: -2.861 0.008 -7.095  -0.016
N: -1.531 0.891 -5.152  -0.096
O: -1.500 2.250 -5.645  -0.020
H: -1.116 2.685 -2.928  0.074
H: -2.312 1.366 -2.677  0.074
H: -0.866 1.268 -1.832  0.071
H: 1.179 0.629 -5.120  0.062
H: 0.803 2.179 -4.300  0.081
H: 1.562 0.792 -3.522  0.080
H: 0.037 -0.918 -2.643  0.113
H: -1.635 -1.014 -2.864  0.088
H: 0.498 -1.796 -4.788  0.097
H: -0.583 -2.888 -4.126  0.115
H: -2.433 -1.975 -5.169  0.110
H: -1.457 -2.247 -6.419  0.119
H: 0.560 -0.804 -6.750  0.076
H: 0.182 0.897 -6.997  0.077
H: -0.589 -0.299 -8.021  0.076
H: -2.881 -0.866 -7.745  0.074
H: -2.790 0.860 -7.771  0.074
H: -3.781 0.078 -6.514  0.078
H: -2.333 2.589 -5.311  0.094
C: 2.132 -9.050 4.903  -0.016
C: 1.443 -7.788 4.136  -0.424
C: 2.500 -6.973 3.330  -0.042
C: 0.394 -8.327 3.142  -0.145
C: -0.923 -8.811 3.789  -0.184
C: -1.484 -7.654 4.548  -0.135
C: -0.566 -6.871 5.577  -0.442
C: -1.197 -5.453 5.781  -0.033
C: -0.460 -7.588 6.921  -0.037
N: 0.844 -6.719 5.064  -0.143
O: 1.750 -6.349 6.018  -0.022
H: 2.756 -9.514 4.139  0.074
H: 2.891 -8.654 5.578  0.067
H: 1.452 -9.783 5.336  0.065
H: 3.335 -6.598 3.921  0.076
H: 2.840 -7.560 2.477  0.084
H: 2.093 -6.004 3.041  0.069
H: 0.325 -7.525 2.407  0.112
H: 0.686 -9.212 2.577  0.115
H: -1.621 -9.216 3.056  0.115
H: -0.685 -9.625 4.475  0.104
H: -2.198 -8.138 5.215  0.106
H: -1.978 -6.980 3.847  0.113
H: -1.996 -5.225 6.488  0.078
H: -1.573 -4.914 4.911  0.061
H: -0.389 -4.808 6.128  0.074
H: -1.478 -7.932 7.099  0.084
H: -0.179 -6.998 7.793  0.090
H: 0.221 -8.428 6.787  0.075
H: 1.809 -7.131 6.572  0.067
C: 3.613 -0.029 0.769  -0.006
C: 2.253 -0.315 1.584  -0.493
C: 2.506 0.030 3.078  -0.019
C: 1.163 0.555 1.074  -0.179
C: -0.221 0.258 1.609  -0.154
C: -0.448 -1.241 1.227  -0.106
C: 0.628 -2.301 1.538  -0.476
C: 0.510 -2.743 3.022  -0.030
C: 0.325 -3.573 0.726  -0.023
N: 1.918 -1.685 1.240  -0.086
O: 2.950 -2.683 1.385  -0.006
H: 4.474 -0.626 1.068  0.074
H: 3.342 -0.286 -0.255  0.085
H: 3.983 0.993 0.851  0.051
H: 2.758 1.077 3.245  0.080
H: 1.610 -0.294 3.607  0.060
H: 3.402 -0.504 3.394  0.082
H: 1.450 1.585 1.286  0.115
H: 0.941 0.548 0.007  0.118
H: -0.298 0.515 2.666  0.089
H: -0.995 0.917 1.215  0.102
H: -0.751 -1.270 0.180  0.094
H: -1.368 -1.500 1.751  0.122
H: -0.230 -3.528 3.175  0.065
H: 0.190 -2.021 3.772  0.078
H: 1.362 -3.285 3.433  0.075
H: 0.965 -4.454 0.669  0.084
H: 0.402 -3.198 -0.294  0.082
H: -0.678 -3.938 0.947  0.070
H: 3.182 -2.686 2.317  0.079
C: -5.042 -2.093 -2.524  -0.042
C: -4.782 -2.013 -1.042  -0.465
C: -4.022 -0.623 -0.847  -0.026
C: -6.055 -1.967 -0.227  -0.120
C: -6.751 -3.380 -0.199  -0.170
C: -5.759 -4.409 0.364  -0.142
C: -4.434 -4.483 -0.441  -0.486
C: -3.435 -5.381 0.468  -0.023
C: -4.563 -5.094 -1.840  -0.039
N: -3.878 -3.163 -0.580  -0.081
O: -2.551 -3.121 -1.193  -0.026
H: -5.213 -1.131 -3.007  0.091
H: -4.289 -2.593 -3.133  0.074
H: -5.854 -2.817 -2.596  0.062
H: -4.628 0.282 -0.879  0.086
H: -3.784 -0.699 0.214  0.072
H: -3.102 -0.500 -1.418  0.045
H: -5.997 -1.753 0.840  0.121
H: -6.793 -1.308 -0.684  0.122
H: -7.547 -3.506 0.535  0.106
H: -7.131 -3.715 -1.164  0.097
H: -6.187 -5.404 0.249  0.118
H: -5.644 -4.254 1.437  0.117
H: -3.802 -6.391 0.649  0.073
H: -3.287 -4.799 1.378  0.070
H: -2.432 -5.538 0.072  0.063
H: -4.400 -6.169 -1.761  0.077
H: -3.769 -4.763 -2.509  0.076
H: -5.427 -4.959 -2.491  0.075
H: -2.122 -2.506 -0.593  0.043
C: 4.672 6.130 -4.426  -0.044
C: 5.737 5.857 -3.360  -0.456
C: 7.157 6.174 -3.909  -0.053
C: 5.513 6.966 -2.174  -0.090
C: 4.567 6.555 -0.972  -0.165
C: 4.872 5.145 -0.604  -0.180
C: 4.827 4.116 -1.690  -0.478
C: 5.329 2.779 -1.074  -0.030
C: 3.355 3.950 -2.132  -0.020
N: 5.826 4.522 -2.737  -0.113
O: 5.971 3.629 -3.805  -0.010
H: 4.652 5.567 -5.359  0.078
H: 3.653 5.993 -4.066  0.068
H: 4.737 7.112 -4.895  0.081
H: 7.457 5.652 -4.818  0.072
H: 7.342 7.218 -4.161  0.082
H: 7.865 5.791 -3.174  0.081
H: 6.473 7.258 -1.751  0.103
H: 5.011 7.816 -2.638  0.102
H: 4.771 7.378 -0.287  0.111
H: 3.550 6.738 -1.319  0.073
H: 4.073 4.857 0.079  0.120
H: 5.780 5.006 -0.019  0.128
H: 5.014 1.963 -1.724  0.082
H: 4.966 2.580 -0.066  0.060
H: 6.412 2.720 -0.969  0.085
H: 2.721 4.836 -2.140  0.052
H: 2.753 3.223 -1.586  0.073
H: 3.343 3.430 -3.090  0.085
H: 6.883 3.378 -3.644  0.104
C: -1.899 6.735 -1.957  -0.031
C: -0.676 6.760 -1.040  -0.486
C: 0.609 6.954 -1.902  -0.028
C: -0.729 8.024 -0.168  -0.146
C: -1.780 7.919 0.990  -0.151
C: -1.490 6.669 1.873  -0.114
C: -1.345 5.326 1.065  -0.463
C: -0.682 4.219 1.875  -0.027
C: -2.809 4.987 0.732  -0.053
N: -0.558 5.565 -0.169  -0.139
O: -0.374 4.461 -0.913  -0.012
H: -2.016 7.594 -2.618  0.086
H: -1.910 5.825 -2.557  0.082
H: -2.857 6.679 -1.439  0.062
H: 1.499 7.121 -1.294  0.061
H: 0.911 6.155 -2.580  0.070
H: 0.362 7.844 -2.479  0.085
H: 0.245 8.133 0.308  0.109
H: -0.828 8.952 -0.732  0.117
H: -1.766 8.903 1.459  0.109
H: -2.718 7.724 0.469  0.085
H: -2.403 6.674 2.469  0.110
H: -0.670 6.815 2.576  0.109
H: -1.300 3.967 2.737  0.087
H: 0.246 4.674 2.220  0.088
H: -0.681 3.188 1.522  0.063
H: -3.355 4.516 1.549  0.078
H: -2.952 4.103 0.111  0.081
H: -3.518 5.765 0.448  0.071
H: 0.500 4.193 -0.620  0.099
N: 0.270 2.156 7.229  0.158
C: -0.169 1.729 6.085  -0.789
N: 0.688 2.076 5.179  0.160
O: -1.245 1.184 5.873  0.031
H: -0.280 1.818 8.006  0.128
H: 1.060 2.780 7.151  0.112
H: 1.312 2.855 5.334  0.113
H: 0.611 1.695 4.247  0.079

=====

No. 3
Here is C33H50AsN2OP2Pt as an isolated structure from the OMol25 dataset. Energies are from the ωB97M-V functional and the def2-TZVPD basis.

Values from the calculation:
- net charge = -1
- calculated total energy (Ha) = -4509.98061

Each line ends with the Löwdin charge.
Atoms and positions in Å:
Pt: -0.429 0.377 0.213  0.328
C: 1.303 -0.150 3.304  -0.141
C: 0.417 -1.383 3.154  -0.514
C: 1.035 -2.532 3.940  -0.110
P: -0.068 -1.551 1.335  0.849
C: -1.595 -2.632 1.590  -0.514
C: -1.317 -4.127 1.766  -0.113
C: -2.618 -2.334 0.487  -0.150
C: 1.994 -1.939 0.657  -0.339
C: 2.721 -3.000 1.256  -0.102
C: 4.085 -3.065 1.340  -0.120
C: 4.816 -2.057 0.682  -0.114
C: 4.200 -0.989 0.092  -0.048
C: 2.760 -0.801 0.125  -0.250
N: 2.103 0.268 -0.275  0.029
C: 2.569 1.516 -0.607  -0.279
C: 3.821 2.039 -0.223  -0.043
C: 4.232 3.299 -0.623  -0.112
C: 3.403 4.091 -1.403  -0.120
C: 2.124 3.636 -1.689  -0.127
C: 1.659 2.395 -1.264  -0.272
P: -0.149 2.003 -1.287  0.856
C: -1.053 3.620 -1.082  -0.543
C: -0.570 4.326 0.182  -0.143
C: -1.223 4.605 -2.236  -0.117
C: -0.517 1.491 -3.029  -0.541
C: 0.316 2.176 -4.106  -0.125
C: -0.387 -0.029 -3.155  -0.146
H: 1.337 0.163 4.352  0.071
H: 0.948 0.677 2.685  0.035
H: 2.325 -0.384 2.995  0.074
H: -0.575 -1.171 3.576  0.091
H: 2.037 -2.749 3.574  0.054
H: 0.449 -3.451 3.905  0.050
H: 1.133 -2.244 4.992  0.074
H: -2.030 -2.257 2.525  0.083
H: -0.581 -4.492 1.055  0.050
H: -2.232 -4.710 1.616  0.071
H: -0.945 -4.360 2.764  0.048
H: -2.226 -2.522 -0.512  0.042
H: -2.890 -1.279 0.490  0.026
H: -3.515 -2.950 0.621  0.073
H: 2.118 -3.827 1.623  0.117
H: 4.592 -3.899 1.807  0.086
H: 5.893 -2.162 0.599  0.094
H: 4.785 -0.287 -0.482  0.088
H: 4.464 1.454 0.412  0.086
H: 5.210 3.658 -0.323  0.092
H: 3.727 5.064 -1.750  0.087
H: 1.457 4.289 -2.234  0.074
H: -2.045 3.194 -0.879  0.059
H: 0.395 4.812 0.024  0.066
H: -0.452 3.614 1.004  0.054
H: -1.286 5.097 0.482  0.063
H: -0.295 5.107 -2.514  0.055
H: -1.927 5.387 -1.935  0.072
H: -1.633 4.129 -3.127  0.063
H: -1.575 1.756 -3.153  0.106
H: 1.365 1.889 -4.010  0.076
H: 0.268 3.264 -4.068  0.050
H: -0.027 1.859 -5.096  0.073
H: 0.643 -0.346 -2.969  0.072
H: -0.666 -0.348 -4.164  0.070
H: -1.014 -0.541 -2.424  0.042
C: -6.123 1.672 1.505  -0.230
As: -4.227 1.924 1.188  0.924
C: -3.308 0.831 2.477  -0.247
C: -3.870 3.737 1.766  -0.216
O: -3.978 1.746 -0.422  -0.546
H: -6.415 1.931 2.523  0.025
H: -6.361 0.627 1.311  0.028
H: -6.656 2.295 0.789  0.029
H: -3.303 1.360 3.431  0.031
H: -2.289 0.656 2.102  -0.046
H: -3.824 -0.123 2.583  0.027
H: -4.353 3.940 2.723  0.028
H: -4.246 4.416 1.003  0.036
H: -2.794 3.866 1.864  0.013
N: 0.750 -2.409 0.047  -0.139
C: 0.801 -3.297 -1.004  -0.240
C: 2.021 -3.471 -1.682  -0.010
C: 2.111 -4.299 -2.784  -0.099
C: 1.004 -4.990 -3.262  -0.130
C: -0.201 -4.830 -2.595  -0.108
C: -0.309 -4.008 -1.486  -0.043
H: 2.903 -2.944 -1.338  0.102
H: 3.069 -4.400 -3.281  0.096
H: 1.080 -5.635 -4.127  0.085
H: -1.084 -5.358 -2.938  0.095
H: -1.260 -3.922 -0.993  0.069

=====

Q: Which strongest force on any atom values were calculated for the entries above? A: 4.4 5.6 2.7, in eV Å⁻¹.
Q: Which energy relative to the best compared isomer or geometry (same formula, charge and spin) values were calculated for the entries above? A: 193.1 484.8 181.2, in kJ/mol.
Q: Which gap between HOMO and LUMO values were calculated for the entries above? A: 0.3601 0.3010 0.1890, in Ha.